No. 1
Entry from the OMol25 dataset: C12H14DyN2PS as an isolated structure at a distorted geometry (wB97M-V/def2-TZVPD).

Computed properties:
- electronic energy (a.u.) = -2199.47566
- orbital gap (spin up / spin down) (eV) = 4.5 / 4.5
- energy above the lowest of the compared OMol25 structures with the same formula, charge and spin (kcal/mol) = 60.7
- spin multiplicity = 6

Each line ends with the Löwdin charge.
Positions of all 31 atoms, in Å:
Dy (-0.0914, -0.0849, -0.0079)  1.0635
S (-2.9405, -2.9291, 2.3695)  1.1171
P (0.8963, -0.2305, 2.3162)  0.7047
N (-1.9105, -0.9592, 1.0581)  -0.1061
N (-0.4393, -2.8129, 1.4111)  0.0428
C (-5.9998, -0.3880, 1.7025)  -0.0772
C (-1.6191, -2.1570, 1.5747)  -0.7220
C (2.0576, 0.9948, -1.9758)  -0.3108
C (-0.2811, 1.1564, -2.8166)  -0.2881
C (-3.9743, -1.6010, 1.8915)  -0.4655
C (-0.8869, 0.8609, -1.6393)  -0.3847
C (1.1171, 1.2101, -3.0145)  -0.1993
C (-5.3293, -1.5152, 2.1667)  -0.0877
C (1.8196, 0.6912, -0.6783)  -0.3789
C (-3.9452, 0.5057, 0.7225)  0.0013
C (-5.3136, 0.6032, 0.9928)  -0.0614
C (-3.2832, -0.6244, 1.1855)  -0.2723
H (0.2928, -2.4649, 0.7871)  0.0673
H (-7.0616, -0.3005, 1.9085)  0.1072
H (-5.8583, 1.4753, 0.6458)  0.1095
H (-3.4067, 1.2779, 0.1828)  0.1054
H (-5.8174, -2.3074, 2.7211)  0.1099
H (3.1064, 1.1328, -2.2285)  0.0754
H (2.6092, 0.4898, 0.0225)  -0.0615
H (-1.9354, 0.9577, -1.4323)  -0.0382
H (-0.9283, 1.4575, -3.6390)  0.0802
H (0.1895, 0.5412, 3.2373)  -0.1053
H (-0.3020, -3.7393, 1.8061)  0.1189
H (2.1827, 0.2459, 2.4692)  -0.1027
H (0.9713, -1.4253, 3.0099)  -0.1115
H (1.4925, 1.5037, -3.9944)  0.0700

***

No. 2
Entry from the OMol25 dataset: a 2-piece molecular cluster, C4H9NO overall (wB97M-V/def2-TZVPD).

Computed properties:
- electronic energy (a.u.) = -287.74461
- orbital gap (eV) = 10.1
- energy above the lowest of the compared OMol25 structures with the same formula, charge and spin (kcal/mol) = 55.1
- spin multiplicity = 1
- SMILES string = C/N=C/O.C=C

Each line ends with the natural charge from an NBO analysis.
Positions of all 15 atoms, in Å:
O (-1.6936, 0.8178, 0.9035)  -0.6853
N (0.4086, -0.0532, 0.7873)  -0.5124
C (1.7540, -0.1439, 1.2762)  -0.4230
C (-0.4627, 0.6227, 1.3954)  0.4246
C (-0.1700, -0.6758, -1.6230)  -0.2877
C (-1.3006, -0.0871, -2.0059)  -0.5223
H (-1.6781, 0.4671, -0.0123)  0.5060
H (2.0779, -1.1902, 1.2512)  0.1993
H (-1.3010, 0.9182, -2.4181)  0.2025
H (-0.1509, -1.6677, -1.1811)  0.2005
H (-2.2569, -0.5970, -1.9201)  0.2006
H (-0.3260, 1.1166, 2.3639)  0.1315
H (1.8857, 0.2492, 2.2943)  0.1728
H (0.7961, -0.1875, -1.7104)  0.1960
H (2.4175, 0.4107, 0.5990)  0.1969

***

No. 3
Entry from the OMol25 dataset: the molecule C10H11ClOSi at a distorted geometry (wB97M-V/def2-TZVPD).

Computed properties:
- electronic energy (a.u.) = -1212.59878
- orbital gap (eV) = 9.6
- energy above the lowest of the compared OMol25 structures with the same formula, charge and spin (kcal/mol) = 0.0
- spin multiplicity = 1
- SMILES string = C=C[Si](Cl)(C=C)Oc1ccccc1

Each line ends with the natural charge from an NBO analysis.
Positions of all 24 atoms, in Å:
Cl (2.5500, -0.1890, 1.8497)  -0.4183
Si (1.2805, 0.9095, 0.5640)  1.8217
O (-0.1997, 0.1315, 0.6960)  -0.8804
C (-0.7295, -1.0723, 0.2190)  0.3235
C (-0.5380, -3.3476, -0.3482)  -0.1951
C (1.8678, 1.1059, -1.1682)  -0.7443
C (-1.8063, -3.2374, -0.8842)  -0.2253
C (0.0085, -2.2238, 0.2398)  -0.2923
C (-2.6174, -2.0879, -0.8116)  -0.2011
C (1.0828, 2.5523, 1.5087)  -0.6743
C (0.0160, 3.0363, 2.1403)  -0.3196
C (1.8852, 2.2886, -1.7121)  -0.3067
C (-2.0530, -0.9774, -0.2909)  -0.2508
H (1.9899, 2.5611, -2.8781)  0.2010
H (1.8378, 0.1933, -1.8431)  0.2495
H (0.1947, 4.0713, 2.5329)  0.1837
H (-0.9463, 2.7325, 2.2444)  0.1989
H (-2.3472, -4.2046, -1.2086)  0.2083
H (-3.5806, -2.0816, -1.2703)  0.2176
H (2.0540, 3.0958, 1.5752)  0.2223
H (0.9036, -2.2589, 0.8384)  0.2377
H (1.6846, 3.2664, -1.2274)  0.2026
H (0.0082, -4.2428, -0.4279)  0.2173
H (-2.5455, -0.0213, -0.3379)  0.2240

***

- energy above the lowest of the compared OMol25 structures with the same formula, charge and spin of number 1 (C12H14DyN2PS)?
  60.7 kcal/mol

***

- What is the energy above the lowest of the compared OMol25 structures with the same formula, charge and spin in the first record?
  60.7 kcal/mol

***

- Which formula does entry 2 have?
  C4H9NO